Record 1
A cluster of 9 separate species, C20H58N6O12 in total. Source: the Open Molecules 2025 dataset; level of theory: ωB97M-V/def2-TZVPD.

CARTESIAN COORDINATES (ANGSTROEM)
C: -0.9520 0.4565 0.4866
C: 0.3580 0.2748 1.2257
O: 0.2722 0.4835 2.5812
H: -1.4565 1.3971 0.7228
H: -1.6891 -0.3229 0.7289
H: -0.8019 0.4680 -0.6039
H: 1.0575 1.0469 0.8170
H: 0.9221 -0.6456 0.9373
C: 6.7640 3.0648 -4.9215
C: 6.7181 2.4915 -3.4843
O: 7.8066 1.8136 -3.1057
H: 6.9799 2.2715 -5.6468
H: 7.6575 3.7070 -4.9373
H: 5.8910 3.6674 -5.1930
H: 5.8136 1.8232 -3.4221
H: 6.4823 3.3933 -2.8530
C: -1.3900 4.2526 -1.9338
C: -2.6912 4.5279 -1.2051
C: -2.5942 4.3952 0.3046
O: -3.8719 4.2434 0.8559
C: -3.8026 3.8141 2.2012
N: -3.2155 5.8283 -1.6658
H: -1.5610 4.0188 -2.9880
H: -0.8444 3.3687 -1.5922
H: -0.6887 5.0934 -1.9123
H: -3.3606 3.7375 -1.5652
H: -2.0519 5.2582 0.7279
H: -1.9155 3.5468 0.4923
H: -3.2491 2.8719 2.2546
H: -4.8209 3.7533 2.5735
H: -3.2492 4.5193 2.8355
H: -2.4298 6.4690 -1.5964
H: -3.9489 6.1698 -1.0567
C: -1.3543 1.0925 -5.5842
C: -0.5751 0.0765 -4.7511
C: 0.8720 -0.0032 -5.1764
O: 1.4060 1.2964 -5.2573
C: 2.7794 1.2815 -5.6115
N: -0.6419 0.3352 -3.3008
H: -2.2624 1.3306 -5.0208
H: -1.8001 0.6732 -6.4984
H: -0.7848 1.9580 -5.9045
H: -1.0146 -0.9204 -4.8450
H: 0.9354 -0.4772 -6.1693
H: 1.4714 -0.6423 -4.5184
H: 3.0952 0.3590 -6.1047
H: 3.3822 1.2766 -4.6872
H: 3.1019 2.1908 -6.1116
H: -1.5683 0.2380 -2.9139
H: -0.2400 1.2439 -3.1050
C: 1.9468 -4.0007 -1.8763
C: 1.4130 -2.5886 -1.8677
O: 0.3368 -2.4177 -2.7654
O: 1.2039 -4.9065 -1.0829
H: 2.9925 -3.9602 -1.5413
H: 1.9400 -4.4563 -2.8683
H: 2.2308 -1.9002 -2.1221
H: 1.1276 -2.3447 -0.8351
H: 0.1769 -1.4695 -2.8831
H: 1.1959 -4.6422 -0.1509
C: 0.5732 -2.6914 6.4030
C: 0.0686 -1.2996 6.0940
O: 1.1177 -0.3370 6.3650
O: -0.3448 -3.7256 6.1863
H: 1.0309 -2.7416 7.3966
H: 1.5076 -2.9041 5.8376
H: -0.7356 -1.0305 6.7777
H: -0.2058 -1.0677 5.0606
H: 1.9675 -0.7426 6.1697
H: -0.5270 -3.8194 5.2442
C: -3.1987 -3.9262 0.8465
C: -1.7662 -4.3975 0.7958
O: -1.2453 -4.4443 2.1232
O: -3.3759 -2.5633 1.2008
H: -3.7390 -4.4344 1.6522
H: -3.7117 -4.1810 -0.0913
H: -1.1813 -3.7369 0.1473
H: -1.7496 -5.3819 0.3140
H: -0.3351 -4.1295 2.0329
H: -2.6332 -2.0090 0.9402
C: -2.6887 1.1948 4.9639
O: -2.0235 1.9876 5.5891
N: -4.0358 0.8933 5.2184
N: -2.2008 0.3642 3.9736
H: -4.5665 1.4960 5.8149
H: -4.3843 0.0021 4.9252
H: -1.2496 0.6374 3.6721
H: -2.8406 0.0023 3.2898
C: 1.8391 -3.5014 2.5565
O: 1.6118 -3.9042 1.4096
N: 1.4870 -2.2789 2.9928
N: 2.2209 -4.3517 3.5755
H: 1.6067 -2.0763 3.9663
H: 1.1265 -1.5510 2.3863
H: 2.4382 -5.2834 3.2699
H: 2.6395 -3.9485 4.3910

Atoms 1-6, force components in eV/Å:
C -0.5104 -0.4313 -0.7723
C 1.0421 1.8093 1.0848
O -0.2670 -1.0346 -0.0325
H 0.3314 0.0688 0.3270
H 0.1423 -0.0344 -0.0260
H -0.0246 -0.2363 0.0982

Its multiplicity is 1. As for the charge: -2.

Results of the Mulliken charge analysis, in e, for atoms 1 through 2: C 1.617; C -0.088



Record 2
A structure of composition C20H60B3O25P5Si. Source: the Open Molecules 2025 dataset; level of theory: ωB97M-V/def2-TZVPD.

CARTESIAN COORDINATES (ANGSTROEM)
C: -2.8271 3.5679 -3.1792
Si: -1.7869 1.9412 -3.2396
C: -3.0649 0.5220 -3.3632
C: -0.6783 2.0816 -4.7794
O: -0.9455 1.8790 -1.7399
C: 0.1749 0.9831 -1.7526
C: 1.1455 1.4884 -0.5796
B: 0.8454 0.7780 0.8253
O: 0.2674 -0.5091 1.0090
B: 0.1779 -0.6956 2.4373
O: -0.5226 0.2686 3.2504
B: -0.0977 1.5343 2.7336
O: -0.8433 2.7192 2.8329
O: 1.1614 1.5277 2.0258
H: -3.2317 3.6098 -2.1210
H: -3.6526 3.5640 -3.9342
H: -2.1014 4.4232 -3.3245
H: -2.7335 -0.3083 -2.6732
H: -4.0465 0.9274 -2.9841
H: -3.2273 0.1464 -4.4088
H: -1.0834 2.8980 -5.4510
H: -0.6722 1.1503 -5.4218
H: 0.3716 2.3978 -4.5067
H: -0.1561 -0.0679 -1.4881
H: 0.7559 0.9656 -2.7107
H: 0.8868 2.5821 -0.4368
H: 2.2243 1.4276 -0.8793
H: 0.6905 -1.6159 2.9883
H: -0.2799 3.4609 2.5577
C: -3.2258 2.2476 1.5651
O: -4.4230 2.3091 0.7760
P: -5.8706 1.9873 1.6450
O: -6.6236 1.4598 0.4393
O: -6.1384 3.5962 1.8603
C: -6.0540 4.4791 0.7514
O: -7.1040 1.6084 2.7642
C: -7.2274 2.3869 3.9575
H: -2.3798 2.5115 0.9336
H: -3.2824 2.9528 2.3989
H: -3.0825 1.2337 1.9481
H: -6.3034 3.9840 -0.1882
H: -5.0465 4.8976 0.6934
H: -6.7581 5.2968 0.9161
H: -7.8385 3.2683 3.7536
H: -6.2538 2.6896 4.3409
H: -7.7347 1.7853 4.7134
C: 0.9024 -6.9580 2.0889
O: 0.1399 -7.1982 3.2778
P: -0.5094 -5.7857 4.0137
O: -0.5272 -6.3758 5.4103
O: -1.9500 -6.0061 3.2539
C: -2.5808 -7.2809 3.2834
O: -0.9896 -4.2243 4.5135
C: -1.7084 -3.3910 3.6021
H: 1.2232 -7.9165 1.6820
H: 0.2913 -6.4411 1.3411
H: 1.7853 -6.3580 2.3223
H: -2.3254 -7.8479 4.1801
H: -2.2983 -7.8488 2.3940
H: -3.6592 -7.1248 3.2634
H: -2.7748 -3.6177 3.6686
H: -1.3596 -3.5278 2.5788
H: -1.5621 -2.3493 3.8922
C: 4.1965 2.8542 -9.0880
O: 3.5638 3.4118 -7.9306
P: 4.0368 2.6971 -6.4384
O: 2.7299 3.0134 -5.7376
O: 5.1449 3.8898 -6.2047
C: 4.7658 5.2475 -6.3695
O: 4.6934 1.8144 -5.1347
C: 6.1166 1.7605 -4.9684
H: 3.8645 3.4070 -9.9665
H: 5.2858 2.9383 -9.0059
H: 3.9155 1.8043 -9.2021
H: 3.7083 5.4082 -6.1547
H: 4.9894 5.5684 -7.3897
H: 5.3604 5.8501 -5.6804
H: 6.4483 2.6284 -4.3983
H: 6.6284 1.7260 -5.9301
H: 6.3669 0.8642 -4.4003
C: -7.6769 -3.2166 3.7166
O: -8.0332 -4.5567 4.0798
P: -6.7037 -5.5691 4.4886
O: -7.3989 -6.8529 4.0801
O: -6.9219 -5.2667 6.0908
C: -8.2170 -5.3834 6.6604
O: -5.1998 -6.3128 4.8074
C: -4.3314 -5.7154 5.7797
H: -8.5897 -2.6534 3.5251
H: -7.1256 -2.7337 4.5310
H: -7.0664 -3.2213 2.8105
H: -8.8341 -6.1120 6.1327
H: -8.7085 -4.4077 6.6537
H: -8.1023 -5.7045 7.6973
H: -4.5974 -6.0790 6.7740
H: -4.3893 -4.6277 5.7533
H: -3.3055 -6.0208 5.5668
C: 10.1088 -0.2809 -1.5813
O: 9.5218 0.7681 -2.3617
P: 9.0179 2.1421 -1.4572
O: 7.9294 2.5349 -2.4365
O: 10.4348 2.9034 -1.8004
C: 10.9099 2.9421 -3.1381
O: 8.6307 3.3513 -0.3173
C: 9.6575 3.8607 0.5386
H: 10.4330 -1.0749 -2.2534
H: 10.9774 0.0940 -1.0292
H: 9.3741 -0.6862 -0.8814
H: 10.0966 2.9070 -3.8644
H: 11.5940 2.1074 -3.3073
H: 11.4626 3.8735 -3.2735
H: 10.1858 4.6688 0.0290
H: 10.3607 3.0812 0.8287
H: 9.1902 4.2685 1.4358

Atoms 1-6, force components in eV/Å:
C 0.8683 -0.2964 0.9314
Si -1.2001 0.9203 -0.2645
C 0.0207 -0.1092 0.4600
C 0.3974 0.0678 -0.4400
O 0.0230 -0.6073 -1.7901
C 1.0931 -0.2922 1.5509

Its multiplicity is 1.

Results of the Mulliken charge analysis, in e, for atoms 1 through 2: C -0.857; Si 0.600



Record order is preserved below.
Lowest unoccupied orbital energy: 0.142 -0.089 hartree
Record order is preserved below.
Strongest force on any atom: 2.4 9.1 eV/A